1.
Formula: C16H38BrMnN2O4
Source: OMol25
Level of theory: ωB97M-V/def2-TZVPD

Calculated values
2S+1: 6
Expectation value of S²: 8.76
Net charge: +1
E_HOMO (alpha / beta), eV: -9.52 / -9.52
Calculated total energy, Ha: -4767.5776
Gap between HOMO and LUMO (alpha / beta), eV: 4.1 / 4.1

CARTESIAN COORDINATES (ANGSTROEM)
Br -1.42036 -0.20207 -0.98897
Mn -3.73313 0.76156 -1.76252
O 0.96500 2.05314 -2.49448
O -2.63438 2.69799 -1.99538
O -3.63324 -0.58328 -6.55678
O 3.66292 -0.90599 2.13849
N -3.15015 0.84912 -3.89248
N 2.81465 -1.33143 3.19752
C -2.41134 3.16422 -3.34373
C 2.20214 -1.21141 5.58378
C 1.57346 -1.94057 2.77087
C -2.11721 1.91109 -4.13345
C -4.14931 -1.89539 -6.79459
C 0.80065 -1.68056 5.22219
C 0.95081 -2.61000 4.01456
C 3.02649 -0.62551 4.46654
C -2.66757 -0.49897 -4.30192
C -2.43020 3.70068 -1.00812
C 1.27547 2.79382 -1.32266
C 2.70451 0.88342 4.36835
C -2.42969 -0.60248 -5.82625
C 1.84053 -3.08417 1.78940
C 0.48855 -0.95974 2.25452
C 4.52216 -0.78254 4.85908
H 4.72176 -0.00673 5.59548
H -2.82441 3.35462 -0.05082
H 0.72618 2.55534 -0.40515
H 2.20033 -0.53913 6.44917
H -3.55112 -2.37320 -7.57773
H 1.66675 1.12833 4.13604
H 4.76589 -1.76840 5.26016
H -3.83967 1.05664 -4.62238
H 5.17839 -0.73599 3.98985
H -1.77829 -1.43437 -6.10061
H 0.18176 -1.12141 1.22011
H -5.17303 -1.75153 -7.11967
H 2.42771 -3.88677 2.22518
H 0.74386 1.16432 -2.18770
H 1.50734 -3.50059 4.33362
H 3.26579 1.33484 3.54528
H -1.91118 0.30722 -6.13766
H -4.05602 -2.59612 -5.95987
H -1.61350 3.90068 -3.40702
H -3.34367 3.65320 -3.64415
H 0.91974 -3.48698 1.36174
H 0.97351 0.02181 2.28755
H 0.14996 -0.82383 5.02546
H 2.99747 1.33358 5.31557
H -0.01418 -3.06879 3.77589
H -3.47905 -1.17060 -4.00253
H -1.43326 4.09430 -0.81579
H -0.40110 -0.86264 2.87137
H -1.13145 1.51669 -3.88138
H 2.27913 -2.59376 0.91138
H 2.66651 -2.08129 6.06855
H -1.76040 -0.84502 -3.81498
H 1.04629 3.84043 -1.51981
H -1.99901 2.15174 -5.19182
H -3.07066 4.56005 -1.23914
H 2.32462 2.67242 -1.05276
H 0.34817 -2.22355 6.05198
H 4.23810 -1.67640 2.06263

Force components x, y, z for each atom (eV/Å):
Br -1.7 0.3 -0.2
Mn 2.8 0.2 -0.3
O -0.5 -0.3 0.5
O 0.4 0.2 0.4
O -0.1 -0.5 0.5
O -0.5 0.0 0.4
N 0.2 0.5 -0.8
N 0.2 -1.2 0.5
C -0.8 -0.6 0.1
C -0.5 -1.0 1.6
C -1.5 -1.0 1.2
C 0.8 0.0 -0.2
C 0.5 0.0 -0.5
C 0.3 0.2 -0.5
C -0.5 -0.5 0.8
C 0.7 0.4 -0.7
C -0.2 -1.0 -0.9
C -1.4 1.0 1.0
C 0.3 0.5 0.4
C 0.3 0.0 -0.5
C -0.2 0.9 0.2
C -0.3 1.2 -1.1
C 1.0 1.0 -0.6
C -0.3 -0.1 -0.4
H 0.5 -0.1 0.0
H 0.2 -0.4 -0.1
H -0.4 -0.5 -0.3
H -0.2 0.4 -0.4
H -0.2 0.1 -0.2
H -0.2 -0.3 0.3
H -0.5 0.0 0.3
H -0.4 -0.2 0.4
H -0.1 0.8 0.1
H -0.1 -0.2 0.2
H 0.1 -0.2 0.1
H -0.1 -0.3 0.0
H 0.3 0.1 -0.1
H 0.0 0.0 -0.2
H 0.5 0.3 0.0
H 0.3 0.0 0.2
H 0.2 -0.1 0.0
H -0.3 0.4 0.4
H 0.2 -0.2 0.2
H 0.1 0.0 -0.3
H -0.2 -0.1 0.5
H -0.3 0.1 -0.3
H -0.1 -0.1 -0.2
H -0.1 0.3 -0.1
H -0.1 0.4 -0.4
H 0.2 -0.3 -0.2
H 0.4 -0.6 -0.7
H 0.0 -0.4 0.1
H -0.1 0.0 0.5
H 0.6 -0.5 0.1
H 0.4 -0.1 -0.7
H 0.0 0.6 0.5
H 0.3 0.1 -0.1
H -0.5 0.1 0.0
H 0.1 0.0 -0.2
H 0.1 0.2 -0.2
H 0.1 0.0 0.1
H 0.2 0.2 -0.3

2.
Formula: C8H21F5InO8P2
Source: OMol25
Level of theory: ωB97M-V/def2-TZVPD

Calculated values
Net charge: -1
E_HOMO, eV: -4.84
Calculated total energy, Ha: -2291.1568
Gap between HOMO and LUMO, eV: 4.2

CARTESIAN COORDINATES (ANGSTROEM)
In 0.68004 1.51742 -1.12728
P -0.43190 3.73529 3.45293
P -0.32033 -3.36661 -3.00395
F 3.44777 0.60758 -2.78460
F 2.83936 0.19540 0.59165
F 4.34329 2.67154 -1.85781
F 5.15205 0.53734 -1.03415
F 3.20430 2.55413 0.48669
O -0.45664 3.04968 4.95622
O 0.67244 2.52752 2.89217
O -1.53628 4.94310 4.01377
O -0.45360 -4.55861 -4.14057
O 0.67379 -2.42997 -4.06562
O -1.44700 -2.34246 -3.19602
O -1.52557 3.10469 2.58036
O -1.31451 -4.30333 -1.94227
C 0.58300 1.21427 3.41593
C -2.83917 4.55424 4.42602
C -0.13401 3.84042 6.08712
C -2.66020 -4.57311 -2.30972
C 2.80417 1.36851 -0.35387
C -0.08507 -5.88506 -3.80443
C 3.95816 1.26373 -1.54120
C 0.44059 -2.49047 -5.46165
H -0.96902 -6.52275 -3.89093
H -2.93390 3.47502 4.57256
H -1.00902 3.88265 6.74139
H -2.85249 -5.63507 -2.13676
H 0.86593 -1.59431 -5.92119
H 1.12424 1.16170 4.36003
H -3.56539 4.89184 3.68216
H 0.31641 -5.96195 -2.79267
H -0.62747 -2.52559 -5.69316
H 1.05960 0.52867 2.71025
H -3.05580 5.04880 5.37635
H -0.45596 0.90286 3.55439
H 0.66739 -6.23914 -4.51395
H -0.30345 2.44747 0.05665
H 0.68458 3.36617 6.63481
H 0.94815 -3.36011 -5.87774
H 0.01148 -0.18636 -1.09391
H -2.86526 -4.35509 -3.36118
H 0.53314 2.07282 -2.82876
H 0.16117 4.85514 5.81515
H -3.32898 -3.98805 -1.67322

Force components x, y, z for each atom (eV/Å):
In -1.4 -0.3 -0.1
P -5.6 -6.2 0.1
P -6.5 2.0 -5.0
F 2.1 2.2 4.1
F 0.8 2.6 -2.2
F -0.8 -4.7 0.4
F -3.1 2.1 -2.2
F -0.4 -2.9 -1.8
O 0.9 0.5 0.1
O 0.7 2.4 -0.5
O 2.4 2.0 -0.2
O 1.0 -0.2 0.3
O 1.1 -0.2 2.2
O 1.2 -0.2 0.9
O 1.0 1.2 -0.3
O 2.7 -0.5 1.6
C 0.4 -0.2 0.6
C -0.1 -0.3 0.0
C 0.0 -0.1 0.4
C -0.2 0.2 -0.3
C 0.8 0.3 1.2
C -0.1 -0.4 -0.2
C 0.7 0.4 0.6
C 0.3 -0.6 -0.2
H 0.1 0.0 0.1
H 0.1 0.2 -0.1
H 0.1 0.1 0.0
H 0.1 0.0 0.1
H 0.1 0.0 0.4
H -0.1 -0.2 0.1
H 0.1 -0.1 0.0
H -0.1 -0.1 -0.1
H 0.0 -0.1 0.2
H 0.1 0.4 -0.2
H 0.1 0.1 0.0
H 0.0 0.3 0.0
H 0.0 0.1 0.0
H 0.5 -0.1 -0.4
H 0.0 0.0 -0.1
H -0.1 0.0 -0.2
H 0.5 0.4 0.0
H 0.1 0.1 0.2
H 0.3 0.0 0.4
H -0.1 0.0 0.1
H 0.1 0.1 -0.1

3.
Formula: C9H21ClIN2O3S
Source: OMol25
Level of theory: ωB97M-V/def2-TZVPD

Calculated values
Net charge: +1
E_HOMO, eV: -11.59
Calculated total energy, Ha: -1846.5329
Gap between HOMO and LUMO, eV: 6.0

CARTESIAN COORDINATES (ANGSTROEM)
I 2.50504 -3.14889 1.93187
Cl 1.97504 -1.39079 -2.55961
S 3.05333 -1.54710 -0.80425
O 3.79817 -0.09930 -0.66666
O -3.19052 -0.23704 -3.67197
O -1.20907 1.56568 3.33389
N -0.14953 2.51853 5.06131
N -1.32468 -0.84361 -4.74303
C 0.63545 2.55980 6.28316
C 1.43336 -0.26767 1.17001
C 1.80934 -1.63565 0.53629
C -2.64807 -0.51639 -4.72638
C -0.54639 1.43288 4.35315
C 0.10782 0.22038 0.48386
C -3.38715 -0.51724 -6.03907
C -0.49602 -1.20481 -5.87849
C -0.13762 0.07665 4.86358
H -1.05689 -1.19598 -6.80596
H 1.54379 3.13734 6.10409
H 0.90501 -2.05214 0.07371
H -0.53996 -0.09978 5.86110
H -3.36675 -1.51215 -6.48593
H 2.18445 0.51409 1.01240
H -0.52883 -0.68633 4.19449
H -0.45708 3.39104 4.66201
H -2.94489 0.20706 -6.72445
H -0.08836 -2.20529 -5.71460
H 0.33143 -0.49495 -5.95222
H 0.34893 0.52667 -0.53874
H -0.38158 1.02300 1.03998
H 4.54499 -0.11417 -1.27998
H 0.05449 3.05332 7.06334
H -0.58480 -0.63225 0.50472
H -0.90120 -0.82073 -3.83123
H 0.95149 -0.00066 4.88333
H 0.90736 1.56504 6.61908
H 1.27143 -0.32968 2.24888
H -4.42153 -0.23884 -5.86167

Force components x, y, z for each atom (eV/Å):
I 0.1 0.5 -0.5
Cl 0.4 0.1 1.1
S 0.4 0.3 -0.9
O -1.6 -1.3 0.4
O 0.0 0.0 0.0
O 0.1 -0.2 -0.2
N 0.1 -0.4 0.0
N -0.1 0.0 -0.3
C -0.2 0.4 -0.2
C -0.9 0.8 -0.6
C -0.2 0.9 0.8
C -0.2 0.1 0.3
C -0.1 0.3 -0.1
C 0.6 -0.7 0.5
C 0.0 0.0 0.0
C 0.2 0.0 0.6
C 0.1 -0.1 -0.1
H 0.0 0.0 0.0
H 0.1 -0.1 0.2
H 0.5 -0.1 -0.2
H 0.1 0.0 0.0
H 0.1 0.1 -0.1
H 0.2 -0.4 0.1
H -0.1 0.1 0.0
H 0.0 0.0 0.0
H 0.0 -0.1 -0.1
H 0.0 0.0 -0.3
H 0.0 -0.1 -0.3
H -0.4 0.0 0.1
H 0.3 0.0 -0.1
H 0.5 0.0 -0.2
H 0.1 -0.1 0.1
H -0.1 0.3 -0.3
H 0.0 0.0 0.1
H 0.0 -0.1 0.2
H 0.0 0.0 0.0
H 0.2 -0.4 -0.2
H 0.0 0.0 0.1

Q: Which value of calculated total energy does entry 2 give?
A: -2291.1568 Ha

What did the second record say?
Formula: C8H21F5InO8P2
Source: OMol25
Level of theory: ωB97M-V/def2-TZVPD

Calculated values
Net charge: -1
E_HOMO, eV: -4.84
Calculated total energy, Ha: -2291.1568
Gap between HOMO and LUMO, eV: 4.2

CARTESIAN COORDINATES (ANGSTROEM)
In 0.68004 1.51742 -1.12728
P -0.43190 3.73529 3.45293
P -0.32033 -3.36661 -3.00395
F 3.44777 0.60758 -2.78460
F 2.83936 0.19540 0.59165
F 4.34329 2.67154 -1.85781
F 5.15205 0.53734 -1.03415
F 3.20430 2.55413 0.48669
O -0.45664 3.04968 4.95622
O 0.67244 2.52752 2.89217
O -1.53628 4.94310 4.01377
O -0.45360 -4.55861 -4.14057
O 0.67379 -2.42997 -4.06562
O -1.44700 -2.34246 -3.19602
O -1.52557 3.10469 2.58036
O -1.31451 -4.30333 -1.94227
C 0.58300 1.21427 3.41593
C -2.83917 4.55424 4.42602
C -0.13401 3.84042 6.08712
C -2.66020 -4.57311 -2.30972
C 2.80417 1.36851 -0.35387
C -0.08507 -5.88506 -3.80443
C 3.95816 1.26373 -1.54120
C 0.44059 -2.49047 -5.46165
H -0.96902 -6.52275 -3.89093
H -2.93390 3.47502 4.57256
H -1.00902 3.88265 6.74139
H -2.85249 -5.63507 -2.13676
H 0.86593 -1.59431 -5.92119
H 1.12424 1.16170 4.36003
H -3.56539 4.89184 3.68216
H 0.31641 -5.96195 -2.79267
H -0.62747 -2.52559 -5.69316
H 1.05960 0.52867 2.71025
H -3.05580 5.04880 5.37635
H -0.45596 0.90286 3.55439
H 0.66739 -6.23914 -4.51395
H -0.30345 2.44747 0.05665
H 0.68458 3.36617 6.63481
H 0.94815 -3.36011 -5.87774
H 0.01148 -0.18636 -1.09391
H -2.86526 -4.35509 -3.36118
H 0.53314 2.07282 -2.82876
H 0.16117 4.85514 5.81515
H -3.32898 -3.98805 -1.67322

Force components x, y, z for each atom (eV/Å):
In -1.4 -0.3 -0.1
P -5.6 -6.2 0.1
P -6.5 2.0 -5.0
F 2.1 2.2 4.1
F 0.8 2.6 -2.2
F -0.8 -4.7 0.4
F -3.1 2.1 -2.2
F -0.4 -2.9 -1.8
O 0.9 0.5 0.1
O 0.7 2.4 -0.5
O 2.4 2.0 -0.2
O 1.0 -0.2 0.3
O 1.1 -0.2 2.2
O 1.2 -0.2 0.9
O 1.0 1.2 -0.3
O 2.7 -0.5 1.6
C 0.4 -0.2 0.6
C -0.1 -0.3 0.0
C 0.0 -0.1 0.4
C -0.2 0.2 -0.3
C 0.8 0.3 1.2
C -0.1 -0.4 -0.2
C 0.7 0.4 0.6
C 0.3 -0.6 -0.2
H 0.1 0.0 0.1
H 0.1 0.2 -0.1
H 0.1 0.1 0.0
H 0.1 0.0 0.1
H 0.1 0.0 0.4
H -0.1 -0.2 0.1
H 0.1 -0.1 0.0
H -0.1 -0.1 -0.1
H 0.0 -0.1 0.2
H 0.1 0.4 -0.2
H 0.1 0.1 0.0
H 0.0 0.3 0.0
H 0.0 0.1 0.0
H 0.5 -0.1 -0.4
H 0.0 0.0 -0.1
H -0.1 0.0 -0.2
H 0.5 0.4 0.0
H 0.1 0.1 0.2
H 0.3 0.0 0.4
H -0.1 0.0 0.1
H 0.1 0.1 -0.1

Q: Number 2 is which compound?
A: C8H21F5InO8P2

Q: The lowest calculated total energy belongs to which entry?
A: C16H38BrMnN2O4